Entry 1:
Molecular formula: C3H9N2O
Method: DFT, ωB97M-V/def2-TZVPD

The HOMO energy (alpha / beta) is -3.139 / -10.419 eV. The expectation value of S² is 0.751. The calculation puts the LUMO energy (alpha / beta) at 0.0219 / 0.0144 Eh. The molar mass is 89.12 g/mol. For the frontier orbital gap (alpha / beta), the calculation gives 3.73 / 10.81 eV. The multiplicity is 2. The value obtained for the relative energy (zero: lowest compared OMol25 entry of this formula, charge and spin) is 250.69 kJ/mol.

XYZ file:
```
15
Properties=species:S:1:pos:R:3:forces:R:3
O 0.273975 1.938626 0.412856 -2.8 -0.5 1.2
N 1.289194 0.397227 -0.956043 1.4 -1.7 -0.3
N -1.400240 0.812809 1.496840 -2.0 -2.3 -0.3
C -0.027061 -1.491738 -0.115505 1.4 -3.1 -1.0
C -0.052518 -0.090408 -0.622744 -0.7 0.6 2.4
C -0.514386 0.951503 0.483124 3.5 1.4 -0.9
H 0.882788 -1.728814 0.515257 -0.8 0.2 -1.1
H 1.325288 1.271857 -1.431377 -0.7 1.2 -1.6
H -1.525710 1.607205 2.104098 0.1 0.0 -0.1
H -0.786845 -1.557448 0.568919 -2.1 -0.2 1.9
H -0.316691 -2.423488 -0.835633 1.3 2.5 1.1
H -0.629024 -0.035738 -1.511552 -0.7 0.3 -1.0
H -2.107015 -0.002915 1.629800 2.0 2.1 -0.7
H 1.713310 -0.363109 -1.589755 0.3 0.7 0.3
H 1.874933 0.714430 -0.148284 -0.2 -1.2 0.1
```
Positions in Å, forces in eV/Å.


Entry 2:
Molecular formula: C3H10N3
Method: DFT, ωB97M-V/def2-TZVPD

The HOMO energy is -13.010 eV. The calculation puts the LUMO energy at -0.1341 Eh. The molar mass is 88.13 g/mol. For the frontier orbital gap, the calculation gives 9.36 eV. The charge is +1. The value obtained for the relative energy (zero: lowest compared OMol25 entry of this formula, charge and spin) is 488.75 kJ/mol.

XYZ file:
```
16
Properties=species:S:1:pos:R:3:forces:R:3
N 1.727623 -0.285732 -0.158134 0.5 0.5 -1.2
N 1.987603 0.930118 -0.282460 0.2 1.8 -0.4
N -1.394444 -0.566674 -0.712549 -1.6 -1.9 0.6
C 0.949863 -0.836355 0.706991 1.6 -0.6 0.3
C -2.550140 -0.451166 0.241700 0.5 -0.3 -0.6
C 2.852651 1.871718 -0.301938 -0.4 -1.3 1.7
H -2.286693 -0.883627 1.191780 0.2 -0.5 0.1
H -1.525937 -1.470228 -1.192333 1.4 0.1 0.5
H 0.910664 -0.510129 1.708598 -0.6 0.9 1.2
H -2.531878 0.582368 0.367227 -1.2 1.8 0.6
H 0.968109 -1.878101 0.550817 -0.6 -1.3 0.0
H -3.460129 -0.892458 -0.170720 0.2 0.4 0.1
H 2.460560 2.841326 -0.590035 0.4 -0.1 -0.3
H -1.387006 0.082748 -1.436857 -0.7 1.8 -1.7
H 3.814127 1.782715 0.256622 -0.5 0.0 -0.8
H -0.534972 -0.316523 -0.178708 0.6 -1.5 -0.1
```
Positions in Å, forces in eV/Å.


Entry 3:
Molecular formula: C4H7B3ClHfNO7
Method: DFT, ωB97M-V/def2-TZVPD

The HOMO energy is -22.824 eV. The calculation puts the LUMO energy at -0.7524 Eh. The molar mass is 427.48 g/mol. For the frontier orbital gap, the calculation gives 2.35 eV. The charge is +4.

XYZ file:
```
24
Properties=species:S:1:pos:R:3:forces:R:3
Hf -2.239754 -4.942664 2.767146 -0.2 -0.4 -0.1
Cl -2.361030 2.309362 2.996714 -0.2 -0.3 -0.4
O -3.171699 0.098805 1.575254 0.4 -0.7 -0.6
O -1.040247 -0.388235 0.672299 -1.2 -0.2 -2.0
O -2.237481 -3.888789 1.033269 -0.3 0.5 0.1
O 3.773844 0.436461 -1.767121 0.0 -0.3 0.0
O 1.772881 1.243212 -1.061860 1.1 -0.4 0.8
O -1.950359 1.794874 0.391647 0.6 -0.8 -0.5
O -2.961083 -1.999755 0.428473 0.8 -0.6 1.0
N -2.269606 -3.038341 0.120652 -0.1 -0.1 -0.1
C -0.534595 0.995792 -1.608932 2.5 -1.3 -1.2
C 3.113892 0.734182 -0.841802 -0.2 0.1 -1.8
C 3.626353 0.621902 0.604442 -0.3 0.6 1.1
C 0.912159 0.441657 -1.776856 -3.0 1.6 1.9
B -1.172800 0.819968 -0.118509 -0.1 0.0 1.3
B -2.548604 1.345242 1.576628 -0.7 1.6 1.3
B -2.372307 -0.760806 0.935818 0.4 0.9 0.3
H 4.462169 1.328520 0.678412 0.0 0.1 -0.2
H 1.004480 -0.630318 -1.538440 0.5 -0.3 -0.6
H 2.813420 0.901955 1.274066 0.1 -0.1 0.0
H 4.017900 -0.382698 0.766053 -0.1 -0.1 -0.3
H -1.155876 0.357107 -2.254353 -0.4 0.1 0.1
H -0.547753 2.034865 -1.945315 -0.3 0.2 0.3
H 1.066099 0.567707 -2.907684 0.7 -0.2 -0.4
```
Positions in Å, forces in eV/Å.


Entry 4:
Molecular formula: C6H9NO
Method: DFT, ωB97M-V/def2-TZVPD

The HOMO energy (alpha / beta) is -7.980 / -7.980 eV. The calculation puts the LUMO energy (alpha / beta) at -0.0168 / -0.0168 Eh. The molar mass is 111.14 g/mol. For the frontier orbital gap (alpha / beta), the calculation gives 7.52 / 7.52 eV. The value obtained for the relative energy (zero: lowest compared OMol25 entry of this formula, charge and spin) is 594.19 kJ/mol.

XYZ file:
```
17
Properties=species:S:1:pos:R:3:forces:R:3
O 1.143435 -1.219315 -0.570953 -1.1 0.7 2.4
N -1.106859 -0.687349 -0.010819 0.8 -1.1 0.9
C 0.304808 -0.428539 -0.071406 -3.2 -0.5 -7.4
C -0.234640 1.799011 -1.366474 0.8 0.6 -0.4
C 0.382630 0.954341 -0.572039 2.0 -1.8 5.9
C 1.027654 0.996895 1.085359 1.4 4.0 -2.1
C -1.633092 -1.931750 -0.523496 -0.2 -0.5 0.9
C 2.189752 0.584071 1.593596 -0.3 -1.0 -0.1
H -1.968953 -2.556928 0.308699 -0.1 -0.3 -0.2
H 2.615242 1.047119 2.476905 -0.3 -0.2 0.3
H -1.669392 -0.152471 0.636293 0.2 0.0 -0.2
H -0.859385 -2.475805 -1.067519 0.0 0.2 0.1
H 0.546989 1.850858 1.561017 -0.2 -0.2 0.0
H 0.285799 2.687827 -1.713012 -0.5 0.6 0.7
H -1.204088 1.599403 -1.810307 0.4 -0.8 -0.6
H 2.658733 -0.325939 1.232960 0.4 0.4 -0.4
H -2.478634 -1.741430 -1.188804 0.1 0.1 0.0
```
Positions in Å, forces in eV/Å.


Entry 5:
Molecular formula: C30H32CsF5N3O3SbSe
Method: DFT, ωB97M-V/def2-TZVPD

The HOMO energy is -1.807 eV. The calculation puts the LUMO energy at 0.1301 Eh. The molar mass is 911.22 g/mol. For the frontier orbital gap, the calculation gives 5.35 eV. The charge is -2. The value obtained for the relative energy (zero: lowest compared OMol25 entry of this formula, charge and spin) is 164.44 kJ/mol.

XYZ file:
```
76
Properties=species:S:1:pos:R:3:forces:R:3
Cs 1.431136 0.978537 1.343126 -0.2 -0.6 -0.2
Sb -1.910964 0.602737 0.247426 -1.3 -0.3 0.2
Se -0.603964 -4.567863 0.041526 -0.5 0.9 -0.2
F 2.603336 -8.396763 -1.446774 -0.2 0.1 0.2
F 1.336736 -6.046163 -1.822474 0.1 -0.3 0.1
F -0.420564 -6.298263 2.583526 0.1 -0.2 -0.1
F 0.850336 -8.648863 2.951126 0.0 0.1 -0.3
F 2.329336 -9.757163 0.923926 -0.1 0.3 0.0
O 2.590236 0.836037 3.485426 0.7 -0.2 1.8
O 4.100336 1.989437 4.680126 0.2 0.3 0.4
O 0.513736 1.111937 -0.988274 -0.5 0.2 -1.9
N 4.619736 0.857637 1.481726 -0.4 0.1 0.1
N 0.365936 3.518137 0.425226 -0.1 0.0 -0.4
N 1.379336 5.211237 -0.537574 0.0 0.0 -0.1
C -3.513264 0.696937 1.856326 0.2 0.2 -0.4
C 6.063436 0.387337 3.318226 0.1 0.0 -0.1
C 1.163836 3.333837 -4.384174 0.1 0.3 -0.3
C 5.587136 0.482437 0.660626 0.3 -0.1 -0.3
C -4.987664 0.889637 1.535826 0.2 0.1 0.0
C 0.553136 1.272137 -3.330474 -0.1 -0.2 -0.1
C -3.286664 -0.539263 2.713426 0.2 0.1 -0.1
C -2.841464 3.418037 -0.504474 0.1 -0.1 0.1
C -2.701964 2.081737 -1.205974 0.1 -0.4 0.2
C 1.239836 3.932237 -3.145874 -0.1 0.0 0.1
C 7.060836 -0.020163 2.456126 0.0 0.0 0.0
C 0.788936 1.994237 -4.467374 0.1 -0.1 0.0
C -2.495964 -1.325963 -0.729374 0.0 0.3 0.3
C 1.722536 -8.555663 0.748826 0.0 0.1 0.0
C 6.825536 0.030237 1.087626 0.0 0.0 -0.1
C 0.462836 4.540437 1.314626 0.1 0.5 0.1
C -3.963764 1.705437 -1.961174 0.1 -0.1 0.0
C 4.846436 0.815237 2.788726 0.0 0.1 0.5
C 1.844236 -7.868163 -0.454974 0.1 -0.3 0.1
C 0.918736 3.932137 -0.700574 0.0 0.3 0.3
C -1.779264 -1.436463 -2.061774 0.1 0.0 0.1
C 0.962236 3.236937 -1.965774 0.0 -0.3 -0.5
C 0.367036 -6.093463 0.348426 0.4 -0.8 0.1
C 1.086436 5.605837 0.742426 -0.1 0.3 0.2
C 0.309236 -6.794963 1.568026 0.0 0.2 -0.3
C 1.188636 -6.669563 -0.638974 -0.2 0.2 0.3
C 0.659236 1.832137 -2.025474 0.2 0.0 0.0
C 3.726436 1.266937 3.751026 0.6 -0.2 0.1
C 0.958636 -7.994563 1.767826 0.2 -0.3 0.0
C -3.973864 -1.658563 -0.870974 0.1 0.0 0.2
H -3.796764 0.816937 -2.565974 -0.1 -0.1 0.0
H 6.195936 0.390937 4.390226 0.0 0.0 0.0
H -1.881764 -2.444063 -2.468374 0.0 -0.1 0.0
H -2.174664 -0.727463 -2.789174 0.0 0.1 -0.1
H 1.366036 3.897737 -5.284874 0.0 0.1 0.0
H -4.497864 -0.947463 -1.506774 -0.1 0.1 0.0
H -5.153764 1.830237 1.011426 -0.1 0.0 -0.1
H 0.285236 0.227337 -3.380274 0.0 -0.1 0.0
H -3.081964 4.212637 -1.215074 -0.1 0.1 -0.1
H 8.010636 -0.370563 2.838726 0.1 0.0 0.0
H -4.257664 2.514337 -2.638674 0.0 0.1 0.0
H -3.628564 3.387337 0.246726 -0.1 0.1 0.1
H -1.882264 2.159637 -1.919874 0.1 0.0 -0.1
H -2.048864 -2.069163 -0.059874 0.0 0.1 0.0
H 1.496936 4.985737 -3.109874 0.0 0.1 0.0
H 1.829036 5.776137 -1.236074 0.0 -0.1 0.1
H -4.077264 -2.650463 -1.319074 0.0 -0.1 0.0
H 1.326936 6.590237 1.101426 0.1 0.0 0.1
H -1.903964 3.669637 -0.017874 0.0 0.2 0.1
H 7.581936 -0.268363 0.373126 0.0 0.0 0.0
H -0.720564 -1.240063 -1.921974 0.2 0.0 -0.1
H 0.055036 4.461837 2.306526 0.0 0.0 0.1
H -3.843764 -0.488563 3.653626 -0.1 0.0 0.1
H -5.573964 0.919337 2.462126 -0.1 0.0 0.0
H -3.595664 -1.438563 2.183926 0.0 -0.2 0.0
H -4.797664 1.519137 -1.286574 -0.1 -0.1 0.0
H -5.376664 0.080737 0.922326 -0.1 -0.1 -0.1
H -2.224664 -0.639863 2.950626 0.0 -0.2 0.1
H -4.464064 -1.687563 0.099026 -0.1 0.0 0.1
H -3.184564 1.570837 2.438226 0.0 -0.1 -0.1
H 5.342936 0.548937 -0.395974 0.1 -0.1 0.0
H 0.700136 1.524737 -5.440474 0.0 -0.1 0.0
```
Positions in Å, forces in eV/Å.


Entry 6:
Molecular formula: C17H29FInN2OS2
Method: DFT, ωB97M-V/def2-TZVPD

The HOMO energy is -4.556 eV. The calculation puts the LUMO energy at 0.0640 Eh. The molar mass is 475.38 g/mol. For the frontier orbital gap, the calculation gives 6.30 eV. The charge is -1.

XYZ file:
```
53
Properties=species:S:1:pos:R:3:forces:R:3
In -0.903896 -0.862793 -0.267382 0.3 -0.4 0.0
S 2.515288 -0.178753 1.260009 0.3 -0.6 -0.3
S 5.025770 -1.919767 1.159076 -2.6 0.0 -0.9
F -1.814970 3.784330 0.819650 -0.1 0.1 0.0
O -3.915112 -2.870849 1.206261 0.2 8.0 0.0
N -4.576019 -0.575278 0.361311 2.3 -2.3 0.4
N 2.479619 -2.895618 0.245815 2.4 0.5 0.7
C -3.169531 4.597908 -0.930966 0.0 0.0 0.0
C -1.353944 6.689449 -1.302084 -0.4 -0.3 0.0
C 3.028083 -4.585827 2.227341 0.5 0.8 -0.5
C 2.771477 1.102849 -0.087290 -0.6 1.4 -1.1
C -2.035732 4.700314 -0.132637 -0.1 0.4 -0.5
C -1.127138 5.738394 -0.307281 0.0 0.0 0.0
C 3.364138 -1.816284 0.821880 0.5 -0.3 -0.5
C 3.119420 -3.656193 -0.890511 -0.6 -1.5 -1.3
C -3.402399 5.554948 -1.918328 0.4 0.1 0.2
C -1.241873 -1.306184 1.956430 -0.3 -0.1 1.0
C -2.493728 6.597779 -2.104746 0.0 0.0 0.0
C -2.779261 -0.822843 2.361814 0.0 -0.7 -0.6
C 0.033480 1.189339 -0.458419 0.4 0.8 -0.2
C 2.164029 -3.713346 -2.261880 1.2 -0.4 -0.3
C 1.522839 1.054230 -1.164843 0.0 0.2 0.5
C -3.806837 -1.522676 1.258544 -0.1 -4.1 0.3
C 1.900575 -3.793379 1.315432 -0.9 0.6 1.9
H 2.811688 -4.344431 -3.041334 -1.3 1.2 1.6
H 1.072842 -4.505022 0.879968 1.9 1.5 0.5
H -4.290899 5.487992 -2.541536 0.2 0.0 0.1
H 3.334906 -3.879563 3.139214 -0.8 -1.8 -1.9
H 4.151247 -3.233573 -1.257797 -2.0 -0.8 1.2
H 2.685234 2.164318 0.451906 0.2 -2.5 -0.8
H 1.329895 -3.073062 2.077656 1.0 -1.5 -1.8
H -0.251756 5.798084 0.331152 -0.1 -0.1 -0.1
H -2.672525 7.342312 -2.877581 0.0 -0.1 0.1
H 2.636515 -5.626315 2.592509 0.8 2.0 -0.7
H 3.833115 1.083310 -0.583017 -2.0 -0.3 1.0
H 1.169501 -4.308258 -2.103354 1.8 1.5 -0.2
H 1.574487 0.019279 -1.722783 0.0 2.2 0.8
H -2.480443 -0.991239 -1.188618 0.4 0.2 0.1
H -0.673263 1.837183 -1.131869 1.5 -1.0 1.1
H -0.450033 -0.695250 2.592736 -1.7 -1.2 -1.1
H -0.645629 7.500510 -1.451815 -0.1 -0.2 0.1
H -4.759921 -1.126477 -0.520608 0.2 0.7 1.3
H -3.860797 3.775724 -0.778349 0.1 0.1 0.0
H -3.917215 0.194485 0.054065 -0.9 -1.2 0.7
H -1.099481 -2.467374 2.188217 -0.5 2.5 -0.4
H -3.021508 -1.193447 3.445658 0.0 0.7 -2.1
H 3.208010 -4.797204 -0.550761 0.3 2.4 -0.8
H 1.654645 1.973735 -1.880016 0.1 -1.8 1.0
H 0.176880 -2.115207 -1.015412 -0.4 0.5 0.2
H -2.907189 0.343295 2.301828 0.3 -2.2 0.1
H 0.048833 1.678470 0.604551 0.3 -0.7 -1.9
H 2.025780 -2.651950 -2.754886 -0.1 -2.2 1.3
H 4.012802 -4.680070 1.573080 -2.1 -0.1 1.4
```
Positions in Å, forces in eV/Å.


Entry 7:
Molecular formula: C4H5NO3
Method: DFT, ωB97M-V/def2-TZVPD

The HOMO energy is -10.285 eV. The calculation puts the LUMO energy at 0.0297 Eh. The molar mass is 115.09 g/mol. As for the SMILES: C1=NO[C@@H]2OCO[C@H]12. For the frontier orbital gap, the calculation gives 11.09 eV. The value obtained for the relative energy (zero: lowest compared OMol25 entry of this formula, charge and spin) is 318.93 kJ/mol.

XYZ file:
```
13
Properties=species:S:1:pos:R:3:forces:R:3
O -0.590132 -0.121322 -1.585400 0.9 -0.2 1.2
O 1.456384 0.348255 -0.580726 -0.9 -0.6 0.7
O 0.522633 -0.005907 1.631677 -0.2 1.0 -0.4
N -0.856359 0.406735 1.656473 0.8 -0.9 0.4
C 0.468210 0.798657 -1.503975 0.2 2.2 1.5
C 0.844525 -0.513808 0.362952 -0.5 -1.3 -1.0
C -0.591439 -0.810920 -0.297735 0.9 -1.2 -1.2
C -1.460154 -0.181885 0.711837 -1.8 1.8 0.0
H 1.030716 0.946349 -2.393895 -0.1 -0.3 -1.3
H 0.140638 1.843501 -1.163741 -0.1 -1.4 -0.3
H -2.559693 0.074817 0.643941 1.4 -0.7 -0.2
H 1.561953 -1.365054 0.514469 -0.9 0.7 -0.1
H -0.857033 -1.867232 -0.558962 0.4 0.8 0.5
```
Positions in Å, forces in eV/Å.


Entry 8:
Molecular formula: C3H8N2O2S
Method: DFT, ωB97M-V/def2-TZVPD

The HOMO energy is -8.961 eV. The calculation puts the LUMO energy at 0.0224 Eh. The molar mass is 136.18 g/mol. As for the SMILES: COC/C(=N\O)NS. For the frontier orbital gap, the calculation gives 9.57 eV. The value obtained for the relative energy (zero: lowest compared OMol25 entry of this formula, charge and spin) is 265.34 kJ/mol.

XYZ file:
```
16
Properties=species:S:1:pos:R:3:forces:R:3
S 2.307152 -1.308437 0.318826 -0.5 0.2 -0.1
O -2.575592 -1.465770 0.243068 0.9 -0.5 -1.6
O -0.741150 1.462897 0.123964 1.1 -0.6 0.4
N 0.855953 -1.146432 -0.611916 1.7 0.6 0.3
N -1.300076 -1.669114 -0.444836 -1.6 -0.7 1.0
C -0.371014 -0.938603 0.005733 -0.8 0.3 -0.5
C 0.460053 1.950347 -0.445168 0.8 0.2 0.5
C -0.527266 0.267555 0.883334 0.3 0.1 0.7
H 0.346281 0.227258 1.581799 -0.3 0.9 -0.6
H -1.393468 0.248418 1.511630 -0.5 -0.7 0.2
H 0.318679 2.986889 -0.731002 -0.3 0.1 -0.2
H 1.287389 1.979120 0.326520 -0.7 -0.3 -0.7
H 0.862713 -1.804473 -1.370824 -0.3 -0.1 -0.1
H 0.757591 1.365870 -1.324886 0.1 0.1 0.2
H 2.830965 -0.057559 0.213904 -0.3 -0.3 -0.2
H -3.118208 -2.097966 -0.280144 0.4 0.7 0.6
```
Positions in Å, forces in eV/Å.